DFT (the ωB97M-V functional and the def2-TZVPD basis) results for a structure of composition C24H33N2Ru.

```
! RIJCOSX wB97M-V def2-TZVPD def2/J DEFGRID3
* xyz 1 5
Ru -0.01721 -0.18753 0.63755
N 0.64522 2.35009 4.07429
N 0.53378 0.80182 2.51829
C -0.16225 -2.66289 -0.17074
C 0.49254 3.26984 -2.90044
C 0.27924 -2.33178 -1.47331
C 0.62634 3.55359 -1.54416
C 1.22944 1.21075 4.60885
C -1.25086 -3.61019 0.16782
C -1.87499 -0.50494 1.39637
C -2.76973 0.49957 -1.16871
C -2.05787 0.92596 1.16129
C 1.43868 -1.53578 -1.37751
C 0.77591 -2.10879 0.79152
C -0.34152 -2.83010 -2.73184
C 3.03270 -0.78304 0.52332
C 1.74199 -1.31241 0.01181
C -2.31489 1.45787 -0.10364
C -0.02756 0.96366 -2.36222
C 1.08096 -2.75065 2.09939
C 0.18164 1.97011 -3.31515
C 0.13214 1.25340 -1.01114
C -2.58137 2.91984 -0.27913
C 2.29232 -1.04479 -2.48587
C 1.15317 0.25201 3.64145
C 0.23514 2.06556 2.81890
C 0.40713 2.52361 -0.61631
H -1.40084 -3.07315 -2.57648
H -1.79487 -0.79308 2.44983
H 1.48380 -0.77320 3.68570
H -3.72789 0.02527 -0.87767
H 1.73469 -0.96317 -3.42658
H -2.04004 -0.32557 -1.28451
H 0.16169 -3.74360 -3.08402
H -2.17488 1.56782 2.03990
H 2.69907 -0.05230 -2.24950
H 1.91524 -2.24211 2.58924
H -2.36690 3.23530 -1.30896
H 0.20043 -2.72321 2.75280
H 0.50853 3.24083 4.54274
H 1.64252 1.16016 5.60160
H -2.88202 0.99698 -2.14395
H 0.88038 4.55564 -1.18868
H -0.34796 -0.02707 -2.68814
H -2.18057 -3.37439 -0.37233
H 3.14532 -1.71694 -2.66468
H 3.85488 -1.49987 0.36705
H -3.63408 3.16809 -0.06921
H -2.49497 -1.19116 0.80667
H 3.28797 0.15011 0.00029
H 2.96029 -0.56142 1.59291
H 1.37378 -3.80330 1.96067
H -0.27029 -2.08786 -3.53796
H -0.28393 2.78672 2.19848
H 0.07824 1.71660 -4.37766
H 0.60520 4.07063 -3.63710
H -0.96947 -4.64091 -0.10264
H -1.46970 -3.59389 1.24243
H -1.95588 3.52666 0.38868
H 0.58212 2.63060 0.46038
*
```

Results of the Löwdin charge analysis, in e, for atoms 1 through 2: number 1, Ru, carries 1.42; number 2, N, carries 0.09

---

DFT (the ωB97M-V functional and the def2-TZVPD basis) results for a structure of composition C18H19BrHfN14O.

```
! RIJCOSX wB97M-V def2-TZVPD def2/J DEFGRID3
* xyz 2 1
Hf -0.02495 0.25083 0.04739
Br 1.21825 -2.73347 6.03109
O -1.91815 0.97443 -0.45421
N -0.53295 -2.54547 -0.30611
N -2.97145 0.33873 -2.31801
N 3.84145 1.31213 0.58819
N 0.49135 -1.71387 0.01299
N 0.80835 3.24143 1.23299
N 2.63785 1.54823 0.25039
N 1.26675 -3.61757 -0.75641
N -0.12495 -0.27307 -2.28931
N -0.12765 2.29273 1.03159
N 4.12095 0.03553 0.50859
N -0.04605 -3.63977 -0.74571
N 2.85485 -1.89147 -0.14261
N -0.07245 -0.28947 2.26399
N 2.02665 0.37613 -0.09001
C 1.39525 -1.10237 -3.96071
C -2.63565 1.27763 -1.44981
C 0.69515 -1.74517 4.52969
C -2.45775 -1.01717 -2.19571
C 0.44565 -2.01187 -4.40741
C 0.46685 4.06993 2.22039
C 3.01505 -0.55877 0.09399
C 1.61105 -2.42537 -0.30381
C -0.76355 3.65723 2.70009
C 1.43125 -0.63287 4.10989
C -0.81215 -1.99057 -3.82421
C 1.07195 -0.26717 -2.90581
C -0.78885 -1.34387 2.69829
C -3.14355 2.66253 -1.66831
C 1.01295 0.05223 2.98999
C -1.06705 -1.10787 -2.78431
C -0.44785 -2.09217 3.80289
C -1.09815 2.55173 1.92669
H -3.54065 0.55763 -3.12601
H -4.22775 2.67423 -1.76311
H 2.37645 -1.04787 -4.40671
H -1.67195 -1.60187 2.12129
H -2.00565 1.97323 1.97009
H 1.79795 0.45903 -2.54951
H 1.09575 4.88203 2.52529
H 2.31915 -0.31607 4.63739
H -1.59285 -2.65527 -4.16241
H -1.32585 4.09113 3.50129
H -2.73805 3.07093 -2.59421
H -3.12525 -1.69627 -2.72361
H 1.55575 0.93623 2.66629
H -2.85785 3.31343 -0.84651
H 1.69835 3.16783 0.73069
H 3.67615 -2.48277 -0.17851
H -1.04965 -2.93757 4.09699
H -2.43225 -1.31897 -1.13561
H 0.66995 -2.71117 -5.19981
*
```

Results of the Löwdin charge analysis, in e, for atoms 1 through 2: number 1, Hf, carries 1.77; number 2, Br, carries 0.89

---

DFT (the ωB97M-V functional and the def2-TZVPD basis) results for an isolated molecule of C10H11ClN2OS.

```
! RIJCOSX wB97M-V def2-TZVPD def2/J DEFGRID3
* xyz 0 1
Cl 3.32443 -1.96773 -0.35352
S 1.51876 0.61659 1.65854
O 1.45256 0.12930 -2.13353
N 1.58594 0.95978 -0.04085
N 0.77558 -1.21121 -0.34289
C -0.56993 -1.38856 -0.13031
C 1.26434 0.04577 -0.96453
C -3.25657 -1.24836 0.50743
C 0.84542 3.37260 -0.09462
C 1.70870 -2.00711 0.17546
C -1.07718 -2.44660 0.70228
C -1.37641 -0.32788 -0.65951
C -2.67424 -0.30838 -0.35851
C -2.42723 -2.34179 1.07988
C 2.02583 2.28867 -0.37168
H 0.27026 3.32911 -0.91211
H -0.43137 -3.29541 1.15000
H -2.83184 -3.06729 1.82707
H 1.30642 4.21369 0.18389
H 0.46326 2.86972 0.81413
H 2.14169 2.24015 -1.45851
H -0.83411 0.27864 -1.39271
H -3.36366 0.36804 -0.85698
H 1.53021 -2.59266 1.04294
H 2.90167 2.53825 0.13112
H -4.27255 -1.04731 0.79750
*
```

Results of the Löwdin charge analysis, in e, for atoms 1 through 2: number 1, Cl, carries 0.80; number 2, S, carries 0.49

---

Listing ΔE to the lowest compared entry with this formula, charge and spin for the structures above in their given order: 0.00 19.87 65.64 kcal/mol.